DFT (ωB97M-V/def2-TZVPD) results for a cluster of 13 separate species, C51H72N6O7 in total.

```
136
Properties=species:S:1:pos:R:3:lowdin_charge:R:1
N -25.52910 -6.07491 -2.69351 0.06
C -26.81141 -5.80488 -2.47135 -0.18
C -27.42805 -4.61335 -2.84741 -0.06
C -26.61847 -3.65814 -3.55302 -0.07
C -25.28308 -3.94234 -3.85684 -0.07
C -24.78528 -5.20067 -3.44571 -0.13
H -27.35981 -6.44419 -1.79538 0.09
H -28.48635 -4.46977 -2.68687 0.09
H -27.09364 -2.70856 -3.75022 0.09
H -24.62278 -3.24995 -4.35785 0.08
H -23.75587 -5.46377 -3.63930 0.08
N -27.34966 -6.39549 1.26886 0.05
C -26.00840 -6.43941 1.03458 -0.15
C -25.11052 -6.34166 2.06111 -0.08
C -25.50225 -6.14590 3.35877 -0.06
C -26.88166 -6.13657 3.65532 -0.06
C -27.73857 -6.19321 2.55561 -0.16
H -25.72005 -6.53530 -0.00179 0.07
H -24.11825 -6.57768 1.70605 0.09
H -24.85091 -6.07704 4.21749 0.11
H -27.20072 -5.94388 4.66897 0.09
H -28.81105 -6.13642 2.66944 0.09
N -22.10155 -2.53617 -4.47784 0.06
C -21.17438 -1.65689 -3.98739 -0.14
C -19.86072 -1.73784 -4.36034 -0.10
C -19.43766 -2.72397 -5.27997 -0.06
C -20.36443 -3.62075 -5.80885 -0.05
C -21.68813 -3.47997 -5.32118 -0.17
H -21.52221 -0.95168 -3.24705 0.10
H -19.16544 -0.97146 -4.05108 0.09
H -18.43460 -2.61252 -5.66447 0.10
H -20.15498 -4.40862 -6.51723 0.10
H -22.46736 -4.14991 -5.65342 0.09
N -16.08571 -6.05977 -1.41081 0.05
C -16.71523 -5.02569 -0.78542 -0.10
C -16.34810 -4.66243 0.55967 -0.05
C -15.35480 -5.36207 1.17617 -0.09
C -14.68209 -6.37758 0.50660 -0.10
C -15.06304 -6.66782 -0.74447 -0.20
H -17.49172 -4.50920 -1.33012 0.07
H -16.88691 -3.88170 1.07595 0.10
H -15.02835 -5.11289 2.17504 0.10
H -13.93230 -6.95495 1.02705 0.10
H -14.55517 -7.46083 -1.27325 0.09
N -17.39322 -1.92968 -1.84831 0.05
C -16.41872 -1.26516 -1.22408 -0.13
C -16.66576 -0.55616 0.00701 -0.06
C -17.95271 -0.57474 0.51874 -0.10
C -18.94330 -1.27262 -0.12980 -0.05
C -18.62298 -1.87961 -1.33809 -0.17
H -15.44618 -1.27574 -1.69359 0.09
H -15.88021 -0.01999 0.51869 0.09
H -18.10480 -0.06616 1.45928 0.11
H -19.86699 -1.33568 0.42629 0.09
H -19.38344 -2.46070 -1.83852 0.08
N -20.93407 -4.52855 4.19019 -0.04
C -20.22685 -5.31771 5.04560 -0.25
C -19.11277 -6.06818 4.65315 -0.18
C -18.71009 -6.02979 3.31445 -0.21
C -19.50405 -5.30749 2.44416 -0.16
C -20.64548 -4.62043 2.88826 -0.25
H -20.53199 -5.26358 6.08018 0.06
H -18.59832 -6.70232 5.35998 0.07
H -17.79554 -6.52560 3.02432 0.06
H -19.25385 -5.32450 1.39367 0.06
H -21.28059 -4.18588 2.13051 0.05
C -21.96211 -8.96835 -4.41795 -0.01
C -22.83624 -7.88224 -5.03695 -0.45
O -22.33926 -6.78292 -5.23369 0.02
C -24.24344 -8.29628 -5.42063 -0.01
H -20.91412 -8.72154 -4.58791 0.06
H -22.16821 -9.90636 -4.93348 0.09
H -22.09992 -9.14087 -3.35054 0.07
H -24.37878 -8.42891 -6.49402 0.09
H -24.89745 -7.51136 -5.04079 0.06
H -24.54362 -9.20957 -4.90691 0.07
C -22.02879 -7.84232 3.68467 -0.02
C -21.14974 -8.72218 2.81140 -0.43
O -21.31540 -8.82923 1.59590 0.00
C -19.96952 -9.48554 3.43247 -0.03
H -22.06456 -6.93639 3.07959 0.06
H -21.52248 -7.57633 4.61257 0.06
H -22.97715 -8.31272 3.94434 0.08
H -19.85610 -9.30609 4.50159 0.06
H -19.00728 -9.19054 3.01395 0.06
H -19.95330 -10.56927 3.31689 0.07
C -22.69926 -2.07155 0.71175 -0.03
C -24.17975 -2.47276 0.70432 -0.46
O -24.84396 -2.43819 1.74730 0.04
C -24.78080 -2.76260 -0.64600 -0.02
H -22.46247 -1.09796 0.28262 0.08
H -22.16769 -2.76616 0.06135 0.05
H -22.29278 -2.14347 1.72057 0.08
H -25.62803 -3.43913 -0.53370 0.08
H -24.06602 -2.96349 -1.44400 0.07
H -25.22525 -1.78904 -0.85273 0.09
C -18.22206 -7.31787 -5.60587 -0.02
C -17.07042 -8.15488 -6.00006 -0.53
O -16.95797 -8.65797 -7.08602 0.07
C -15.91344 -8.11389 -5.05045 -0.02
H -18.64523 -7.59039 -4.63903 0.06
H -19.02796 -7.33042 -6.33967 0.09
H -17.84396 -6.29587 -5.58024 0.10
H -16.18109 -7.95049 -4.00653 0.07
H -15.27342 -7.29283 -5.37343 0.09
H -15.35885 -9.04976 -5.11879 0.08
C -18.04898 -8.78960 -0.40979 -0.02
C -18.78549 -9.68913 -1.32325 -0.50
O -19.20368 -9.33692 -2.40171 0.06
C -18.90599 -11.08277 -0.76529 -0.02
H -18.40792 -8.79153 0.61941 0.08
H -17.99818 -7.77973 -0.81683 0.07
H -17.00919 -9.07025 -0.24187 0.09
H -19.57436 -10.96159 0.08718 0.08
H -17.92062 -11.42148 -0.44522 0.08
H -19.35703 -11.80660 -1.44404 0.08
C -22.94629 -11.61452 -1.01177 -0.01
C -23.87242 -10.46212 -1.32884 -0.50
O -24.50277 -10.47129 -2.35915 0.05
C -23.98982 -9.34063 -0.30773 -0.01
H -21.96969 -11.17803 -0.80246 0.07
H -22.91937 -12.31875 -1.84329 0.08
H -23.45274 -12.03664 -0.14378 0.09
H -24.46577 -9.68557 0.61020 0.09
H -24.59713 -8.52495 -0.70008 0.07
H -22.95971 -9.04416 -0.11005 0.05
C -20.20596 -5.78458 -2.82760 -0.01
C -20.84068 -5.57809 -1.46672 -0.42
O -20.55027 -4.62109 -0.75136 0.03
C -21.90111 -6.60018 -1.01646 0.00
H -19.39184 -5.08027 -2.99865 0.07
H -20.91492 -5.55390 -3.62275 0.06
H -19.73738 -6.76027 -2.95629 0.06
H -21.70966 -7.56959 -1.47655 0.06
H -22.92044 -6.32484 -1.28715 0.07
H -21.77635 -6.68053 0.06339 0.07
```

multiplicity: 2
charge: -1
calculated total energy: -77325.424 eV
gap between HOMO and LUMO (spin up / spin down): 2.516 / 7.091 eV

=====

DFT (ωB97M-V/def2-TZVPD) results for a cluster of 10 separate species, C51H72NO33PS in total.

```
159
Properties=species:S:1:pos:R:3:lowdin_charge:R:1
C -1.72674 6.02360 -0.95887 0.02
C -3.05434 5.32100 -0.99633 -0.53
O -3.96234 5.65483 -1.70057 0.13
O -3.17583 4.26484 -0.13123 -0.03
C -2.53177 3.06669 -0.58994 -0.18
C -2.39535 2.10917 0.57021 -0.17
C -1.59322 0.85499 0.18407 -0.17
C -0.10012 1.18881 0.14860 -0.18
C 0.74314 0.30364 -0.78269 -0.15
C 0.64970 0.69944 -2.23629 -0.15
C 1.09876 1.99479 -2.53464 0.00
C 1.08691 2.50000 -3.81298 0.03
C 0.65513 1.67007 -4.82003 -0.09
C 0.21593 0.37603 -4.57161 -0.07
C 0.16617 -0.13028 -3.27468 -0.15
P -0.49916 -1.79591 -3.02106 0.24
O -1.05494 -1.81869 -1.50342 -0.23
O 0.79026 -2.76445 -2.95448 -0.19
S -1.84185 -2.40739 -4.24319 0.38
C -0.10380 -0.18213 -5.94759 -0.40
O 0.06289 -1.27022 -6.40533 0.10
N -0.44638 0.98463 -6.69940 0.19
C 0.50689 1.93495 -6.28214 -0.39
O 1.11238 2.70168 -6.98442 0.12
H -1.90554 7.06305 -1.23147 0.09
H -1.03729 5.61859 -1.69959 0.09
H -1.26344 6.00169 0.02514 0.08
H -1.55253 3.32073 -1.00784 0.11
H -3.11804 2.61228 -1.39559 0.14
H -1.83801 2.61659 1.36481 0.12
H -3.37666 1.86635 0.97891 0.12
H -1.74693 0.15164 1.00277 0.09
H -1.96932 0.45088 -0.75569 0.11
H 0.08389 2.23855 -0.08252 0.10
H 0.31482 1.03410 1.14781 0.10
H 1.77494 0.47522 -0.48319 0.09
H 0.53712 -0.74322 -0.60878 0.09
H 1.46561 2.60742 -1.72047 0.11
H 1.41414 3.50720 -4.03250 0.13
H -1.37832 -2.71968 -1.35946 0.05
H 1.09471 -2.87629 -2.04581 0.07
H -0.57014 0.84516 -7.69663 0.12
C -0.61391 0.24540 -13.36509 -0.02
C -0.27146 0.07687 -11.90709 -0.32
C -0.14706 -1.35823 -11.43231 -0.09
O -0.55636 -1.26565 -10.06364 0.07
C -1.37097 -0.19781 -9.94343 -0.56
O -2.02592 0.05057 -8.98001 0.16
O -1.33965 0.55366 -11.06528 0.09
H -0.58579 1.29549 -13.65186 0.09
H 0.09719 -0.30077 -13.98531 0.09
H -1.61991 -0.12592 -13.56156 0.09
H 0.62602 0.64616 -11.65191 0.16
H 0.86355 -1.75283 -11.49076 0.14
H -0.83309 -2.02692 -11.95800 0.14
C -2.59167 -4.19411 4.32869 -0.02
C -2.50443 -2.70193 4.49391 -0.31
C -3.32808 -1.92864 3.48293 -0.08
O -2.56272 -0.72746 3.31031 0.05
C -1.27507 -1.00845 3.60889 -0.57
O -0.35963 -0.29204 3.35404 0.15
O -1.17465 -2.21600 4.19935 0.09
H -2.05722 -4.71731 5.12123 0.09
H -3.62766 -4.52289 4.33879 0.09
H -2.14060 -4.48250 3.37998 0.09
H -2.74426 -2.39247 5.51446 0.16
H -4.33131 -1.69001 3.82415 0.14
H -3.38246 -2.44382 2.52106 0.14
C -0.73990 7.33244 4.39919 -0.02
C 0.45838 6.74653 3.70236 -0.32
C 1.74973 7.51563 3.88647 -0.08
O 2.44338 7.24806 2.65578 0.07
C 1.52280 6.96525 1.70879 -0.57
O 1.74701 6.87442 0.54520 0.16
O 0.30290 6.79743 2.26973 0.07
H -1.60081 6.66864 4.30893 0.09
H -0.52813 7.47994 5.45682 0.09
H -1.02506 8.28349 3.95981 0.07
H 0.59491 5.69620 3.97874 0.15
H 2.34003 7.17699 4.73329 0.12
H 1.57575 8.59155 3.96387 0.14
C -3.24092 -5.22511 -1.54326 -0.02
C -2.72930 -5.70301 -0.20738 -0.32
C -2.57695 -7.20292 -0.06865 -0.08
O -2.82212 -7.40623 1.33550 0.07
C -3.59535 -6.39689 1.77363 -0.58
O -4.13032 -6.34775 2.83674 0.14
O -3.67685 -5.41666 0.84503 0.08
H -3.22780 -4.13712 -1.60914 0.06
H -2.62306 -5.62290 -2.34834 0.10
H -4.27167 -5.54793 -1.68975 0.10
H -1.79181 -5.20219 0.05198 0.15
H -1.58182 -7.54602 -0.34363 0.10
H -3.33983 -7.74707 -0.63133 0.14
C 2.41417 -11.56465 1.75354 -0.01
C 1.91552 -10.14893 1.88163 -0.31
C 0.50025 -9.99647 2.40802 -0.07
O 0.05905 -8.79308 1.75629 0.07
C 0.76514 -8.65752 0.62234 -0.57
O 0.51858 -7.87162 -0.24358 0.14
O 1.78942 -9.52545 0.58422 0.08
H 3.46330 -11.57948 1.46212 0.09
H 2.30871 -12.08764 2.70433 0.09
H 1.84913 -12.09607 0.98729 0.10
H 2.61472 -9.54638 2.46625 0.16
H 0.44203 -9.87547 3.48564 0.14
H -0.14872 -10.81730 2.09587 0.14
C 4.84263 -7.44328 -3.40651 -0.02
C 4.96269 -8.84567 -2.86779 -0.32
C 3.77052 -9.33261 -2.06870 -0.09
O 4.37472 -10.23884 -1.13586 0.05
C 5.66088 -9.85914 -0.95857 -0.57
O 6.37407 -10.27741 -0.10569 0.16
O 6.01122 -8.93537 -1.88079 0.09
H 5.68646 -7.20017 -4.05053 0.09
H 3.92509 -7.33817 -3.98560 0.09
H 4.83183 -6.72462 -2.58697 0.09
H 5.20418 -9.54741 -3.67049 0.16
H 3.02702 -9.85400 -2.66539 0.14
H 3.28572 -8.52945 -1.50976 0.13
C 5.82596 1.45671 3.72463 -0.02
C 4.44873 1.32532 3.12671 -0.32
C 4.24490 0.12019 2.22974 -0.08
O 3.26398 0.59284 1.29813 0.04
C 3.38034 1.94351 1.22571 -0.55
O 2.85146 2.61819 0.40357 0.17
O 4.17822 2.40299 2.20924 0.10
H 5.86423 2.28304 4.43270 0.09
H 6.09934 0.54030 4.24829 0.09
H 6.55928 1.65529 2.94280 0.09
H 3.68265 1.35692 3.90564 0.16
H 3.86306 -0.74998 2.75738 0.14
H 5.14950 -0.15104 1.68007 0.14
C -3.79640 10.85598 0.73464 -0.02
C -3.90527 11.13566 2.21175 -0.32
C -3.15135 12.35865 2.69867 -0.09
O -2.80207 11.99407 4.04076 0.07
C -2.74982 10.64430 4.10353 -0.56
O -2.29941 10.01841 5.00744 0.16
O -3.27081 10.09783 2.98327 0.08
H -4.44107 10.02709 0.44659 0.09
H -4.08887 11.73576 0.16096 0.09
H -2.77255 10.58427 0.47665 0.09
H -4.95270 11.18076 2.52134 0.16
H -3.74820 13.26655 2.70445 0.14
H -2.23251 12.52734 2.13217 0.14
C 0.21534 1.63019 6.97101 -0.02
C 0.27840 3.04703 7.48202 -0.32
C -0.65263 4.02312 6.78971 -0.09
O 0.06909 5.25709 6.89054 0.05
C 1.38693 4.96346 6.98193 -0.57
O 2.26214 5.75891 6.86898 0.16
O 1.56160 3.64245 7.20178 0.09
H 0.83232 0.97020 7.57923 0.09
H -0.81143 1.26485 6.99791 0.09
H 0.58443 1.58098 5.94625 0.09
H 0.13176 3.07603 8.56478 0.16
H -1.62171 4.12114 7.27117 0.14
H -0.79264 3.78227 5.73272 0.14
```

SMILES: CC(=O)OCCCCCc1ccc2c(c1P(O)(O)=S)C(=O)NC2=O.C[C@@H]1COC(=O)O1.C[C@@H]1COC(=O)O1.C[C@@H]1COC(=O)O1.C[C@@H]1COC(=O)O1.C[C@@H]1COC(=O)O1.C[C@@H]1COC(=O)O1.C[C@@H]1COC(=O)O1.C[C@@H]1COC(=O)O1.C[C@@H]1COC(=O)O1
charge: 0
calculated total energy: -143242.555 eV
gap between HOMO and LUMO: 8.630 eV

=====

Which of these has the highest calculated total energy?
C51H72N6O7